{
  "formula": "C21H32BO3Ti",
  "method": "wB97M-V/def2-TZVPD",
  "species": ["Ti", "C", "C", "C", "H", "C", "C", "H", "H", "H", "H", "C", "C", "C", "H", "C", "C", "H", "H", "H", "H", "O", "C", "C", "C", "C", "C", "H", "H", "H", "H", "H", "H", "H", "H", "H", "H", "C", "C", "C", "O", "B", "O", "C", "C", "C", "H", "H", "H", "H", "H", "H", "H", "H", "H", "H", "H", "H"],
  "coordinates": [[0.000, 0.000, 0.000], [0.695, -1.653, 1.627], [-0.712, -1.656, 1.649], [-1.170, -2.104, 0.399], [-1.328, -1.315, 2.460], [-0.048, -2.388, -0.400], [1.106, -2.114, 0.357], [2.122, -2.236, 0.026], [1.336, -1.339, 2.432], [-2.197, -2.135, 0.081], [-0.068, -2.703, -1.429], [1.498, 1.757, 0.743], [2.299, 0.663, 0.404], [2.135, 0.413, -0.980], [2.902, 0.086, 1.083], [1.280, 1.405, -1.498], [0.865, 2.219, -0.438], [0.150, 3.020, -0.486], [1.345, 2.154, 1.730], [2.601, -0.373, -1.548], [0.934, 1.457, -2.516], [-1.134, -0.024, -1.446], [-0.756, 0.290, -4.408], [-2.013, 0.490, -3.639], [-0.286, -1.087, -4.687], [-0.134, 1.445, -5.100], [-1.788, 0.958, -2.197], [-2.597, -0.433, -3.596], [-2.643, 1.243, -4.123], [-1.242, 1.906, -2.198], [-2.752, 1.154, -1.714], [-0.785, -1.526, -5.565], [-0.495, -1.750, -3.849], [0.785, -1.121, -4.894], [-0.577, 1.622, -6.092], [0.935, 1.299, -5.266], [-0.263, 2.374, -4.542], [-0.325, 3.132, 4.191], [-0.648, 1.611, 4.228], [-0.106, 1.074, 5.577], [0.048, 0.998, 3.191], [-0.898, 1.083, 2.064], [-2.296, 1.176, 2.522], [-2.161, 1.263, 3.944], [-2.588, -0.088, 4.590], [-3.132, 2.324, 4.498], [-0.812, 3.663, 5.037], [-0.654, 3.596, 3.242], [0.772, 3.292, 4.283], [0.973, 1.322, 5.685], [-0.656, 1.517, 6.433], [-0.169, -0.032, 5.636], [-2.596, -0.006, 5.699], [-3.613, -0.369, 4.270], [-1.908, -0.923, 4.370], [-2.961, 3.313, 4.029], [-4.182, 2.035, 4.285], [-3.010, 2.421, 5.600]],
  "homo_lumo_gap_ev": [1.92, 1.88],
  "lumo_ev": [4.3, 4.3],
  "multiplicity": 2,
  "charge": -2,
  "homo_energy_ev": [2.382, 2.414]
}


{
  "formula": "C21H32ClIN3OPtSSi2Te",
  "method": "wB97M-V/def2-TZVPD",
  "species": ["Pt", "Cl", "C", "C", "C", "I", "C", "O", "C", "N", "C", "C", "C", "C", "H", "H", "H", "H", "C", "Si", "C", "C", "C", "Te", "C", "Si", "C", "C", "C", "H", "H", "H", "H", "H", "H", "H", "H", "H", "H", "H", "H", "H", "H", "H", "H", "H", "H", "H", "H", "H", "H", "C", "N", "C", "C", "N", "C", "S", "H", "H", "H", "H", "H", "H"],
  "coordinates": [[-0.734, 0.733, -0.308], [1.354, 6.773, 2.488], [0.546, 5.320, 2.372], [-0.388, 5.027, 3.364], [-1.077, 3.837, 3.350], [-2.399, 3.343, 4.763], [-0.822, 2.826, 2.243], [-1.325, 1.735, 2.279], [0.150, 3.225, 1.143], [0.352, 2.384, 0.117], [1.273, 2.714, -0.814], [2.002, 3.884, -0.767], [1.786, 4.770, 0.272], [0.843, 4.435, 1.243], [-0.543, 5.754, 4.150], [1.420, 1.994, -1.607], [2.732, 4.089, -1.538], [2.344, 5.695, 0.330], [4.504, -3.734, 0.397], [2.958, -3.380, 1.361], [3.323, -2.525, 2.978], [1.925, -4.907, 1.602], [1.976, -2.143, 0.238], [0.701, -0.826, 1.280], [-0.948, -2.092, 1.720], [-1.908, -2.892, 0.298], [-3.425, -3.664, 1.029], [-2.388, -1.418, -0.806], [-0.938, -4.099, -0.724], [5.119, -4.471, 0.918], [5.116, -2.840, 0.262], [4.279, -4.144, -0.589], [3.973, -3.157, 3.586], [2.433, -2.323, 3.580], [3.848, -1.581, 2.817], [2.412, -5.568, 2.322], [1.839, -5.463, 0.665], [0.920, -4.713, 1.981], [1.398, -2.661, -0.523], [2.698, -1.493, -0.262], [-1.631, -1.440, 2.271], [-0.570, -2.826, 2.435], [-4.016, -2.963, 1.621], [-3.134, -4.494, 1.677], [-4.074, -4.076, 0.254], [-3.248, -0.842, -0.470], [-2.527, -1.668, -1.859], [-1.499, -0.700, -0.893], [-0.363, -4.793, -0.110], [-0.264, -3.632, -1.445], [-1.649, -4.697, -1.300], [-1.268, 0.842, -4.055], [-1.654, 2.235, -3.851], [-1.691, 3.185, -4.859], [-2.239, 4.303, -4.339], [-2.514, 4.020, -3.018], [-2.169, 2.756, -2.728], [-2.524, 1.989, -1.213], [-0.626, 0.789, -4.930], [-2.156, 0.232, -4.216], [-0.732, 0.478, -3.179], [-1.338, 2.971, -5.852], [-2.468, 5.254, -4.788], [-2.977, 4.633, -2.364]],
  "homo_lumo_gap_ev": [4.37, 4.37],
  "lumo_ev": [-11.9, -11.9],
  "multiplicity": 1,
  "e_above_lowest_ev": 0.457,
  "charge": 3,
  "homo_energy_ev": [-16.263, -16.263]
}